#i
A cluster of 3 separate species, C4H14NO3 in total. Source: OMol25; level of theory: ωB97M-V with the def2-TZVPD basis set.

ORCA input file:
```
! wB97M-V def2-TZVPD RIJCOSX def2/J DEFGRID3
* xyz -1 1
C -0.33 -0.84 1.10
O 1.01 -0.78 0.76
C -1.05 0.51 0.81
C -1.71 0.57 -0.58
C -0.73 0.56 -1.76
N 0.63 1.01 -1.54
H -0.82 -1.63 0.51
H -0.39 -0.98 2.20
H -1.84 0.69 1.54
H -0.27 1.27 0.94
H -2.29 -0.35 -0.60
H -2.41 1.40 -0.63
H -1.14 1.13 -2.59
H -0.74 -0.44 -2.20
H 1.04 0.45 -0.78
H 0.58 1.95 -1.17
H 1.92 0.17 1.70
H 1.80 0.93 3.09
O 2.40 0.75 2.37
H 1.35 -1.84 -1.77
H 1.48 -1.98 -0.28
O 1.51 -2.54 -1.13
*
```

As for the HOMO energy: -4.17 eV. Its frontier orbital gap is 8.078 eV.

#ii
A cluster of 3 separate species, C4H14NO3 in total. Source: OMol25; level of theory: ωB97M-V with the def2-TZVPD basis set.

ORCA input file:
```
! wB97M-V def2-TZVPD RIJCOSX def2/J DEFGRID3
* xyz -1 1
C 0.95 1.67 1.66
N 0.05 0.52 1.66
C 0.97 -1.55 1.06
C 0.06 -0.41 0.58
C 0.34 0.07 -0.95
O -0.76 0.15 -1.76
H 1.38 1.59 2.65
H 1.79 1.53 0.89
H 0.58 2.61 1.30
H -0.84 0.85 1.60
H 0.94 -1.51 2.18
H 2.12 -1.36 0.90
H 0.90 -2.54 0.72
H -1.06 -0.87 0.53
H 1.10 -0.67 -1.18
H 0.74 1.02 -0.89
H -0.60 -2.43 -0.64
H -0.88 -1.29 -1.76
O -1.03 -2.39 -1.55
H -1.96 1.39 -1.69
H -2.27 1.62 -3.03
O -2.52 2.01 -2.27
*
```

As for the HOMO energy: -4.11 eV. Its frontier orbital gap is 7.813 eV.

Stability ranking, top and bottom: #i is the most stable and #ii is the least stable.

#i
The ion C9H13N2 with charge +1. Source: OMol25; level of theory: ωB97M-V with the def2-TZVPD basis set.

ORCA input file:
```
! wB97M-V def2-TZVPD RIJCOSX def2/J DEFGRID3
* xyz 1 1
C -2.22 2.16 -1.63
C -1.86 2.76 -0.41
C -1.66 0.93 -1.98
C -0.92 2.13 0.46
C -0.83 0.36 -1.09
C -0.44 0.90 0.08
C -0.13 -1.02 -1.40
C 0.64 -0.88 1.08
C 1.72 -0.38 1.95
N -0.22 -1.91 1.44
N 1.02 -1.10 -0.38
H -2.93 2.58 -2.31
H -2.49 3.52 -0.07
H -2.11 0.57 -2.95
H -0.52 2.54 1.31
H -0.72 -1.92 -1.47
H 0.34 -0.90 -2.37
H 2.74 -0.54 1.46
H 1.77 -1.00 2.82
H 1.67 0.67 2.28
H -0.70 -2.19 0.61
H -0.69 -1.94 2.31
H 1.68 -1.96 -0.57
H 1.64 -0.18 -0.59
*
```

As for the HOMO energy: -12.45 eV. Its frontier orbital gap is 9.087 eV.

#ii
A cluster of 2 separate species, C9H13N2 in total. Source: OMol25; level of theory: ωB97M-V with the def2-TZVPD basis set.

ORCA input file:
```
! wB97M-V def2-TZVPD RIJCOSX def2/J DEFGRID3
* xyz 1 1
C 3.29 0.81 0.27
C 3.28 -0.56 0.67
C 2.00 1.19 0.10
C 1.99 -0.96 0.73
C -2.16 -0.24 1.31
C -0.92 -0.71 1.19
C -2.33 1.00 0.50
C -0.89 1.34 0.11
C -0.63 -1.18 -1.62
N 1.19 0.12 0.40
N -0.16 0.09 0.31
H 4.16 1.42 0.14
H 4.14 -1.16 0.88
H 1.61 2.15 -0.19
H 1.58 -1.91 0.97
H -2.95 -0.68 1.88
H -0.49 -1.59 1.63
H -2.96 0.80 -0.38
H -2.81 1.80 1.06
H -0.77 1.71 -0.91
H -0.49 2.10 0.80
H -0.48 -0.41 -2.36
H 0.14 -1.91 -1.50
H -1.64 -1.45 -1.37
*
```

As for the HOMO energy (alpha / beta): -12.64 / -12.62 eV. Its frontier orbital gap (alpha / beta) is 8.060 / 6.608 eV.

#iii
The ion C9H13N2 with charge +1. Source: OMol25; level of theory: ωB97M-V with the def2-TZVPD basis set.

ORCA input file:
```
! wB97M-V def2-TZVPD RIJCOSX def2/J DEFGRID3
* xyz 1 1
C -1.00 0.74 -2.15
C -0.41 1.36 -1.12
C -1.09 -1.45 -1.12
C -0.44 -1.76 1.38
C -0.63 -1.15 0.08
C -0.64 -0.73 -2.32
C 0.30 0.18 2.60
C 0.35 0.66 0.02
C 1.83 0.53 -0.34
N -0.08 -1.14 2.44
N -0.11 1.13 1.34
H -1.49 1.45 -2.78
H -0.49 2.41 -1.00
H -1.74 -2.23 -1.10
H -0.61 -2.87 1.30
H -1.00 -1.30 -3.17
H 0.41 -0.74 -2.38
H -0.12 0.37 3.57
H 1.48 0.27 2.86
H 1.97 -0.03 -1.23
H 2.22 -0.20 0.30
H 2.25 1.46 -0.26
H -1.07 1.01 1.40
H 0.13 2.02 1.67
*
```

As for the HOMO energy: -13.14 eV. Its frontier orbital gap is 9.294 eV.

#iv
The ion C9H13N2 with charge +1. Source: OMol25; level of theory: ωB97M-V with the def2-TZVPD basis set.

ORCA input file:
```
! wB97M-V def2-TZVPD RIJCOSX def2/J DEFGRID3
* xyz 1 1
C -2.21 -0.77 1.16
C -1.10 -0.21 0.23
C -1.44 0.38 -1.05
N -1.14 1.35 -0.01
C 0.27 1.86 -0.15
C 1.41 1.13 0.62
C 2.80 1.13 -0.04
N 2.05 -0.06 0.16
C 1.63 -1.27 0.13
C 0.91 -2.15 -0.74
C 0.10 -1.32 0.35
H -2.13 -0.26 2.22
H -2.19 -1.85 1.19
H -3.08 -0.53 0.59
H -0.79 0.37 -1.80
H -2.42 0.44 -1.30
H 0.17 2.84 0.11
H 0.42 1.98 -1.16
H 1.38 1.23 1.77
H 2.89 1.63 -0.95
H 3.80 1.36 0.52
H 0.83 -3.14 -0.56
H 1.03 -2.06 -1.74
H -0.05 -1.84 1.27
*
```

Its structure (SMILES) is C[C@@]12CN1C[C@@H]1C[N+]1=C1C[C@@H]12. As for the HOMO energy: -13.32 eV. Its frontier orbital gap is 8.075 eV.

Stability ranking, top and bottom: #i is the most stable and #iv is the least stable.